71
Properties=species:S:1:pos:R:3 method="wB97M-V/def2-TZVPD" energy_ev=-64484.51192 charge=+1 homo_energy_ev=-11.5 orbital_gap_ev=6.0
C -3.6625 -0.6732 -3.6993
P -2.3781 -0.9761 -2.2920
O -3.1795 -1.8672 -0.9818
N -1.9664 0.6259 -1.5944
C -3.1704 1.4632 -1.1136
C -2.9852 2.9684 -0.4895
P -4.4166 4.0854 0.1640
O -5.8638 3.5435 -0.1756
C -1.4668 3.5838 -0.3871
C -0.2356 2.6153 -0.9240
C -0.5273 1.0897 -1.5444
P 1.0063 0.1319 -2.1587
N 0.8840 -1.6264 -1.8909
O 2.3014 0.6426 -1.0551
H -4.7049 -1.1681 -3.4582
H -3.1757 -1.1524 -4.6750
H -3.7822 0.4994 -3.7770
H -4.1614 -1.9625 -1.1798
H -4.2511 1.0051 -1.1954
H -4.1796 5.4510 -0.2448
H -4.3227 4.0804 1.6306
H -1.2548 4.6529 0.0647
H 0.8778 3.0412 -0.8763
H 0.2742 -1.8813 -1.0836
H 0.5662 -2.1265 -2.7752
H 1.9628 0.3503 -0.1361
C -7.5252 -1.5341 1.3790
C -6.4061 -2.1914 0.5981
O -6.8510 -2.5100 -0.7121
H -8.3940 -2.1978 1.4387
H -7.1998 -1.2862 2.3932
H -7.8584 -0.6174 0.8815
H -6.0912 -3.1182 1.0867
H -5.5384 -1.5288 0.5229
H -7.1204 -1.6794 -1.1404
C 6.1063 -0.7179 -2.8974
C 5.2482 -1.5788 -1.9937
O 5.1088 -0.9599 -0.7234
H 7.0959 -0.5631 -2.4550
H 6.2274 -1.1833 -3.8796
H 5.6581 0.2723 -3.0292
H 5.7105 -2.5594 -1.8470
H 4.2526 -1.7274 -2.4232
H 4.6896 -0.0935 -0.8638
C 5.4895 0.6466 2.2437
C 4.5201 1.6304 2.8655
O 4.1242 2.5958 1.9024
H 6.3740 1.1670 1.8620
H 5.8081 -0.1020 2.9746
H 5.0292 0.1346 1.3923
H 4.9911 2.1554 3.7017
H 3.6271 1.1191 3.2379
H 3.6996 2.1202 1.1679
C -6.0623 -5.1849 -2.7057
C -4.6946 -4.8970 -3.2895
O -3.9625 -4.0505 -2.4156
H -6.6168 -4.2542 -2.5478
H -6.6413 -5.8329 -3.3697
H -5.9720 -5.6714 -1.7289
H -4.7892 -4.3913 -4.2550
H -4.1289 -5.8219 -3.4383
H -3.8768 -4.5123 -1.5639
C 7.0042 3.9315 6.6048
C 8.1233 3.2742 5.8238
O 7.6784 2.9556 4.5136
H 6.1354 3.2678 6.6644
H 7.3297 4.1795 7.6190
H 6.6711 4.8482 6.1073
H 8.4382 2.3475 6.3125
H 8.9911 3.9368 5.7487
H 7.4090 3.7863 4.0853

***

75
Properties=species:S:1:pos:R:3 method="wB97M-V/def2-TZVPD" multiplicity=3 energy_ev=-75712.18915 charge=+1 s2=2.041 homo_energy_ev="-11.8 / -11.8" orbital_gap_ev="7.0 / 7.8"
V 1.8214 0.1267 -2.0709
C 3.9415 3.7730 -2.2548
C 2.9761 2.6090 -2.2363
O 2.3917 2.0851 -3.2197
O 2.7242 1.9721 -1.1881
H 3.8313 4.2427 -1.2787
H 3.7731 4.4381 -3.0953
H 4.9548 3.3736 -2.2898
C -0.8522 0.5409 1.0492
C 0.1655 0.5457 -0.0479
O 1.1673 -0.2612 -0.0433
O 0.0163 1.0439 -1.1822
H -0.6587 1.3980 1.6975
H -0.9316 -0.4190 1.5502
H -1.8339 0.7494 0.6246
C -3.3293 1.5801 -1.6884
C -3.3868 3.1150 -1.8768
O -2.3017 3.5355 -2.7126
O -4.3561 1.1266 -0.8456
H -2.4153 1.5722 -1.1004
H -3.3395 1.1485 -2.6917
H -3.1847 3.5914 -0.9128
H -4.3488 3.4896 -2.2284
H -1.5175 3.4499 -2.1595
H -5.2132 1.2277 -1.2713
C 3.3065 -0.9768 2.3111
C 2.3536 -0.6956 3.4584
O 2.0564 -1.8738 4.2024
O 4.5474 -1.3618 2.9268
H 3.3304 -0.1011 1.6702
H 2.9141 -1.8418 1.7810
H 1.4631 -0.1760 3.0896
H 2.8997 0.0078 4.0935
H 1.3633 -1.6765 4.8366
H 4.3270 -2.1161 3.4853
C -0.4616 -1.8804 -2.7217
C -0.2506 -1.1308 -4.0281
O 0.4860 0.0820 -3.8184
O 0.8095 -1.8730 -2.0382
H -0.7434 -2.8920 -3.0205
H -1.2224 -1.5256 -2.0266
H -1.2584 -0.8841 -4.3651
H 0.3072 -1.7592 -4.7206
H 0.5119 0.5641 -4.6546
H 0.8674 -2.4936 -1.2760
C 0.2249 -4.7708 1.2981
C 1.2355 -3.6839 0.9554
O 1.6271 -3.8897 -0.4275
O 0.7723 -6.0199 1.6834
H -0.5029 -5.0086 0.5116
H -0.4169 -4.4066 2.1066
H 2.1311 -3.7706 1.5653
H 0.6595 -2.7781 1.1453
H 2.1606 -4.6858 -0.4726
H 1.3641 -6.3572 1.0053
C -3.1636 -2.3790 1.8885
C -2.8022 -3.2230 3.1009
O -2.9423 -4.5840 2.6661
O -2.1078 -2.5084 0.9065
H -3.2944 -1.3367 2.1914
H -4.1585 -2.6537 1.5365
H -3.3826 -3.1577 4.0243
H -1.7598 -3.0470 3.3738
H -3.8687 -4.8352 2.6991
H -2.0687 -3.4787 0.8925
C 0.6142 5.1897 -0.6873
C 0.5120 4.6238 0.7032
O -0.8011 4.0900 0.8445
O -0.3930 6.1605 -0.9773
H 0.4282 4.3894 -1.4065
H 1.5848 5.6706 -0.8313
H 0.9153 5.3293 1.4413
H 1.1437 3.7477 0.8904
H -1.3577 4.8852 0.8199
H -0.0537 7.0380 -1.1594

***

73
Properties=species:S:1:pos:R:3 method="wB97M-V/def2-TZVPD" energy_ev=-100704.01590 homo_energy_ev=-8.8 orbital_gap_ev=9.1
C 1.2457 -22.1726 -4.9168
C 2.7780 -22.0889 -4.6258
C 3.6051 -21.5079 -5.7292
O 4.5483 -20.7051 -5.1208
C 4.1737 -20.4770 -3.8591
O 4.5914 -19.5866 -3.0843
O 3.0624 -21.1589 -3.6036
H 0.7952 -22.7234 -4.0910
H 1.1723 -22.8374 -5.7776
H 0.8461 -21.1877 -5.1585
H 3.1905 -23.0782 -4.4279
H 3.0112 -20.9895 -6.4819
H 4.1111 -22.3223 -6.2477
C -5.2255 -21.3342 -9.2697
S -6.4414 -20.0137 -9.1266
O -5.6214 -18.7061 -9.0349
C -7.2666 -20.0451 -10.8272
H -5.7847 -22.2507 -9.4577
H -4.8614 -21.4368 -8.2475
H -4.2963 -21.1406 -9.8057
H -6.5717 -19.8912 -11.6528
H -8.0603 -19.2997 -10.8765
H -7.7644 -21.0136 -10.8734
C 1.1088 -15.2973 -7.9555
S 1.5919 -13.6018 -8.2435
O 0.4761 -12.7808 -7.6873
C 2.9428 -13.3899 -7.0213
H 1.6257 -15.8343 -7.1603
H 1.3973 -15.8301 -8.8616
H 0.0391 -15.4662 -7.8313
H 2.7366 -13.9435 -6.1054
H 3.1256 -12.3653 -6.6974
H 3.8874 -13.8436 -7.3211
C 8.9915 -18.6005 -10.0455
S 8.0090 -17.1254 -10.7706
O 6.6877 -17.0594 -10.0618
C 8.9729 -15.6651 -10.2260
H 8.2994 -19.3973 -10.3175
H 8.9590 -18.4594 -8.9651
H 9.9699 -18.9350 -10.3905
H 9.1143 -15.6762 -9.1452
H 8.4330 -14.7939 -10.5969
H 9.9555 -15.6731 -10.6978
C -4.4012 -12.5946 -3.4077
S -5.6714 -12.2190 -2.1116
O -5.6477 -13.4809 -1.2539
C -4.5754 -11.0256 -1.0366
H -3.5713 -13.2105 -3.0611
H -3.8882 -11.6835 -3.7158
H -4.8004 -12.9212 -4.3679
H -4.2572 -10.1887 -1.6583
H -3.6903 -11.6011 -0.7654
H -5.0276 -10.6296 -0.1273
C -4.1090 -14.0738 -13.2320
S -3.1854 -15.0555 -14.4978
O -4.0459 -15.1375 -15.7456
C -1.8264 -13.8462 -14.8422
H -4.3896 -13.0761 -13.5696
H -3.3426 -13.8890 -12.4793
H -4.9032 -14.6876 -12.8071
H -2.2275 -12.9956 -15.3933
H -1.1190 -14.3506 -15.5003
H -1.3963 -13.7091 -13.8501
C 3.5257 -7.4146 -1.5901
S 1.7793 -8.0218 -1.1183
O 0.8114 -7.5174 -2.1689
C 2.0419 -9.7785 -1.4532
H 3.5560 -7.3835 -2.6793
H 4.3023 -8.0289 -1.1344
H 3.6434 -6.3935 -1.2274
H 1.4277 -10.1085 -2.2910
H 1.6374 -10.2536 -0.5595
H 3.0584 -10.0310 -1.7553

***

64
Properties=species:S:1:pos:R:3 method="wB97M-V/def2-TZVPD" energy_ev=-48131.89596 homo_energy_ev=-7.1 orbital_gap_ev=7.7
C -1.4838 -1.2527 0.7224
P -0.4001 0.2981 0.4648
C 1.0812 -0.0138 -0.7004
P 0.1748 1.2583 2.3355
P -0.4808 3.3288 2.1559
C -1.6916 3.8527 3.5364
C 0.9637 4.5549 1.9227
H -2.2405 -0.9949 1.6037
H -2.1460 -1.3864 -0.2462
H -0.9048 -2.2238 1.0325
H 1.3158 1.0207 -1.2474
H 0.8208 -0.7654 -1.5902
H 2.0618 -0.3194 -0.1301
H -0.4400 0.5738 3.4501
H -1.1977 4.1348 4.5589
H -2.4891 2.9829 3.7103
H -2.3198 4.7686 3.1036
H 1.2442 4.5286 0.7627
H 0.5769 5.6328 2.2201
H 1.9512 4.2834 2.4924
C 2.9501 -1.5413 2.5376
C 4.0439 -2.5987 2.4104
N 4.9076 -2.4197 1.2405
C 5.7596 -3.5810 0.9657
C 6.8164 -3.9438 2.0058
C 5.5666 -1.1178 1.1117
C 6.4635 -0.6631 2.2582
H 2.3452 -1.4872 1.6266
H 2.2825 -1.7964 3.3678
H 3.3616 -0.5498 2.7444
H 3.5388 -3.5691 2.3324
H 4.6230 -2.6212 3.3405
H 6.2518 -3.4489 -0.0072
H 5.1073 -4.4535 0.8289
H 7.6611 -3.2521 1.9779
H 7.2145 -4.9403 1.7900
H 6.4117 -3.9674 3.0200
H 4.7929 -0.3553 0.9630
H 6.1470 -1.0921 0.1799
H 6.0079 -0.8240 3.2393
H 6.6570 0.4118 2.1657
H 7.4324 -1.1617 2.2369
C -3.2777 1.8030 -1.9016
C -4.1270 0.5829 -2.2490
N -5.4894 0.9118 -2.6762
C -6.3776 -0.2536 -2.7294
C -6.0515 -1.3446 -3.7459
C -5.6115 1.8415 -3.8017
C -4.9372 1.4551 -5.1138
H -3.7699 2.4251 -1.1471
H -2.3144 1.4797 -1.4921
H -3.0671 2.4185 -2.7803
H -4.1791 -0.0348 -1.3442
H -3.5994 -0.0112 -3.0036
H -7.4103 0.0834 -2.8914
H -6.3906 -0.7140 -1.7327
H -6.3091 -1.0368 -4.7616
H -6.6433 -2.2385 -3.5252
H -4.9992 -1.6362 -3.7206
H -5.2125 2.8134 -3.4882
H -6.6733 2.0413 -3.9976
H -3.9207 1.0780 -4.9705
H -4.8648 2.3373 -5.7603
H -5.5129 0.7087 -5.6609

***

73
Properties=species:S:1:pos:R:3 method="wB97M-V/def2-TZVPD" multiplicity=3 energy_ev=-43075.30803 s2=2.013 homo_energy_ev="-4.9 / -8.6" orbital_gap_ev="4.4 / 6.3"
Ag 2.3309 -1.2737 -2.8644
N -0.1283 0.0314 -0.9123
O 0.2767 0.7521 -0.0333
O -1.2993 0.0216 -1.2342
O 0.6344 -0.7334 -1.4160
C 3.1540 -4.7545 -0.1533
C 2.8911 -3.3655 -0.6965
C 3.8876 -2.2401 -0.3482
O 3.5501 -0.9764 -0.8257
C 4.2997 0.1028 -0.2800
N 2.5944 -3.5075 -2.1281
H 4.1773 -5.1060 -0.2851
H 2.3940 -5.4775 -0.4498
H 3.0788 -4.7339 0.9339
H 2.0185 -2.9518 -0.1909
H 4.8897 -2.5035 -0.6867
H 3.9624 -2.2282 0.7392
H 4.1711 0.1114 0.8024
H 4.0733 1.1389 -0.5313
H 5.3356 -0.1477 -0.5086
H 1.7727 -4.0908 -2.1961
H 3.2326 -4.1538 -2.5697
C 2.8764 3.5995 3.0655
C 2.4382 2.5844 2.0624
C 2.1163 1.2252 2.8085
O 3.3200 0.4699 3.2282
C 2.9265 -0.7336 3.8473
N 1.1840 3.1323 1.5169
H 3.8944 3.3322 3.3490
H 2.2944 3.5682 3.9865
H 2.8198 4.6240 2.6977
H 3.2156 2.5238 1.3008
H 1.4929 0.5844 2.1850
H 1.4565 1.5294 3.6211
H 2.4355 -0.5900 4.8098
H 3.8627 -1.2637 4.0219
H 2.4071 -1.3486 3.1124
H 0.9022 2.5394 0.7493
H 0.5510 3.0696 2.3014
C -3.0958 2.5786 -1.9804
C -3.4295 1.9939 -3.2994
C -2.7942 2.8138 -4.5074
O -2.8645 2.0186 -5.7265
C -2.7402 2.7542 -6.9514
N -3.0041 0.6359 -3.2630
H -3.3519 3.6369 -2.0306
H -2.0586 2.4907 -1.6569
H -3.6371 2.1711 -1.1267
H -4.5147 1.9337 -3.3826
H -1.7490 2.9617 -4.2358
H -3.3114 3.7666 -4.6207
H -1.7290 3.1573 -7.0063
H -3.4576 3.5681 -7.0567
H -2.7542 2.0611 -7.7925
H -3.8832 0.2265 -2.9806
H -2.5473 0.5620 -2.3653
C -3.8873 0.5155 2.0382
C -2.7803 -0.3763 2.5879
C -2.7443 -1.7588 1.9794
O -3.4245 -2.7609 2.7685
C -3.3674 -4.0624 2.2565
N -1.4661 0.2413 2.4979
H -4.8946 0.1475 2.2334
H -3.7461 0.6291 0.9634
H -3.7266 1.4691 2.5411
H -2.9427 -0.5508 3.6515
H -1.7165 -2.1157 1.9132
H -3.0691 -1.6662 0.9430
H -3.7671 -4.0955 1.2430
H -4.0464 -4.6975 2.8254
H -2.3690 -4.4937 2.3306
H -1.1475 0.2923 1.5408
H -1.4734 1.1915 2.8401

***

68
Properties=species:S:1:pos:R:3 method="wB97M-V/def2-TZVPD" multiplicity=2 energy_ev=-31450.14427 charge=-1 s2=0.750 homo_energy_ev="1.0 / -6.8" orbital_gap_ev="1.7 / 9.5"
C 16.4664 -18.8517 -19.2496
C 16.8660 -17.9972 -20.4707
C 16.2830 -16.5425 -20.6242
O 14.8562 -16.6450 -20.4379
C 14.1081 -15.4245 -20.1869
N 18.2845 -17.9762 -20.6852
H 16.9930 -19.8000 -19.1431
H 15.4040 -19.0813 -19.1678
H 16.7032 -18.3498 -18.3114
H 16.4926 -18.6191 -21.2842
H 16.5514 -16.0509 -21.5593
H 16.6646 -15.9018 -19.8293
H 13.9859 -14.8172 -21.0838
H 14.5016 -14.7781 -19.4024
H 13.1012 -15.7821 -19.9717
H 18.6307 -17.1982 -20.1420
H 18.4246 -17.7144 -21.6506
C 18.8329 -6.7343 -12.9052
C 18.0308 -6.3911 -14.2014
C 17.0262 -7.6185 -14.4062
O 16.4152 -7.5659 -15.7166
C 15.6271 -8.7673 -15.9906
N 17.2474 -5.1788 -13.9980
H 18.8845 -7.7906 -12.6410
H 18.3344 -6.2129 -12.0881
H 19.8505 -6.3633 -13.0279
H 18.6634 -6.3656 -15.0886
H 16.2271 -7.7367 -13.6744
H 17.6102 -8.5383 -14.4379
H 16.2515 -9.6607 -15.9806
H 15.3830 -8.5553 -17.0316
H 14.8201 -8.8440 -15.2619
H 16.7107 -5.3579 -14.8346
H 16.5768 -5.2155 -13.2437
C 16.9836 -12.9730 -19.0861
C 16.2428 -13.1636 -17.7996
C 17.0397 -12.8221 -16.5656
O 16.1569 -12.3602 -15.5479
C 16.8524 -11.7328 -14.4348
N 14.9132 -12.4482 -17.8825
H 17.8440 -13.5920 -18.8321
H 17.2978 -11.9469 -19.2770
H 16.5068 -13.4633 -19.9349
H 16.0944 -14.2335 -17.6534
H 17.6104 -11.9715 -16.9382
H 17.6870 -13.6542 -16.2889
H 17.8991 -11.6002 -14.7087
H 16.7951 -12.2739 -13.4903
H 16.4073 -10.7939 -14.1057
H 15.0080 -11.5250 -18.2811
H 14.7588 -12.2269 -16.9092
C 14.9129 -8.3675 -20.2610
C 15.6573 -9.6808 -20.3547
C 14.9180 -10.4978 -21.5089
O 15.4762 -11.7839 -21.8418
C 14.7136 -12.5490 -22.7157
N 16.9774 -9.4471 -20.8272
H 15.3744 -7.8548 -19.4171
H 13.8722 -8.4480 -19.9469
H 15.1259 -7.5660 -20.9684
H 15.7562 -10.2140 -19.4092
H 14.6397 -9.9021 -22.3782
H 13.9094 -10.7476 -21.1793
H 14.2651 -11.8724 -23.4432
H 13.8297 -12.9368 -22.2092
H 15.2552 -13.3476 -23.2226
H 17.3477 -10.2945 -21.2334
H 16.9702 -8.6990 -21.5056